[1]
Density functional theory data (ωB97M-V/def2-TZVPD) for the ion C5H14NO with charge +1.

Summary:
- Energy relative to the best compared isomer or geometry (same formula, charge and spin): 63.62 kcal/mol
- Charge: +1
- SMILES: CCCCC[NH2+]O
- Largest force on an atom: 0.18 eV/Å
- Lowest unoccupied orbital energy: -3.6495 eV
- Energy: -8941.249 eV

Bonds (Å) are listed after each position.
Geometry (Å):
1 C -1.490 0.417 1.650  C2 1.535, H8 1.098, H9 1.090, H10 1.090
2 C -1.969 -0.520 0.533  C1 1.535, C3 1.525, H11 1.093, H12 1.090
3 C -1.039 -0.569 -0.675  C2 1.525, C4 1.543, H13 1.091, H14 1.102
4 C 0.340 -1.178 -0.351  C3 1.543, C5 1.515, H15 1.091, H16 1.095
5 C 1.515 -0.439 -0.961  C4 1.515, N6 1.508, H17 1.089, H18 1.090
6 N 1.630 0.926 -0.331  C5 1.508, O7 1.396, H19 1.027, H20 1.025
7 O 2.639 1.635 -0.986  N6 1.396, H21 0.973
8 H -0.464 0.778 1.495  C1 1.098
9 H -1.492 -0.061 2.629  C1 1.090
10 H -2.114 1.308 1.725  C1 1.090
11 H -2.085 -1.537 0.917  C2 1.093
12 H -2.963 -0.225 0.196  C2 1.090
13 H -1.502 -1.145 -1.479  C3 1.091
14 H -0.937 0.444 -1.097  C3 1.102
15 H 0.403 -2.196 -0.740  C4 1.091
16 H 0.485 -1.270 0.731  C4 1.095
17 H 2.473 -0.924 -0.783  C5 1.089
18 H 1.397 -0.245 -2.026  C5 1.090
19 H 0.723 1.402 -0.409  N6 1.027
20 H 1.865 0.835 0.663  N6 1.025
21 H 2.583 2.564 -0.702  O7 0.973

natural (NBO) population analysis, charges in e, atoms 1 to 5:
1. C -0.609
2. C -0.410
3. C -0.397
4. C -0.447
5. C -0.217

***

[2]
Density functional theory data (ωB97M-V/def2-TZVPD) for a cluster of 2 separate species, C5H14NO in total at a distorted geometry.

Summary:
- Energy relative to the best compared isomer or geometry (same formula, charge and spin): 36.88 kcal/mol
- Charge: +2
- Largest force on an atom: 1.80 eV/Å
- Lowest unoccupied orbital energy (alpha / beta): -10.3374 / -14.4578 eV
- 2S+1: 2
- Energy: -8928.837 eV
- ⟨S²⟩: 0.76

Bonds (Å) are listed after each position.
Geometry (Å):
1 O -1.068 -0.107 2.488  C2 1.213
2 C -0.095 -0.635 2.986  O1 1.213, C3 1.476, H4 1.113
3 C 1.289 -0.517 2.487  C2 1.476, H5 1.095, H6 1.094, H7 1.103
4 H -0.244 -1.263 3.892  C2 1.113
5 H 1.958 -0.237 3.307  C3 1.095
6 H 1.398 0.173 1.645  C3 1.094
7 H 1.585 -1.545 2.220  C3 1.103
8 C -0.456 1.070 -1.082  C9 1.535, N11 1.501, H12 1.084, H13 1.095
9 C -0.222 -0.354 -1.607  C8 1.535, C10 1.542, H14 1.097, H15 1.102
10 C 0.816 -0.405 -2.745  C9 1.542, H16 1.091, H17 1.092, H18 1.088
11 N -1.471 0.954 0.017  C8 1.501, H19 1.025, H20 1.046, H21 1.026
12 H 0.471 1.508 -0.729  C8 1.084
13 H -0.914 1.609 -1.918  C8 1.095
14 H -1.161 -0.757 -2.009  C9 1.097
15 H 0.092 -1.017 -0.784  C9 1.102
16 H 0.518 0.321 -3.505  C10 1.091
17 H 1.796 -0.137 -2.344  C10 1.092
18 H 0.907 -1.389 -3.201  C10 1.088
19 H -2.267 0.432 -0.362  N11 1.025
20 H -1.094 0.457 0.858  N11 1.046
21 H -1.838 1.837 0.389  N11 1.026

natural (NBO) population analysis, charges in e, atoms 1 to 5:
1. O -0.082
2. C 0.484
3. C -0.703
4. H 0.347
5. H 0.344

***

[3]
Density functional theory data (ωB97M-V/def2-TZVPD) for a cluster of 2 separate species, C5H14NO2 in total at a distorted geometry.

Summary:
- Energy relative to the best compared isomer or geometry (same formula, charge and spin): 0.06 kcal/mol
- Largest force on an atom: 1.01 eV/Å
- Lowest unoccupied orbital energy (alpha / beta): 0.9574 / -2.1302 eV
- 2S+1: 2
- Energy: -10994.924 eV
- ⟨S²⟩: 0.76

Bonds (Å) are listed after each position.
Geometry (Å):
1 C 0.364 -2.257 0.789  C2 1.531, C3 1.520, H8 1.090, H9 1.089
2 C -0.690 -2.767 -0.196  C1 1.531, H10 1.094, H11 1.088, H12 1.091
3 C 0.650 -0.772 0.636  C1 1.520, N4 1.463, H13 1.101, H14 1.092
4 N 1.111 -0.459 -0.716  C3 1.463, C5 1.434, H15 1.018
5 C 1.577 0.891 -0.849  N4 1.434, C6 1.570, H16 1.088, H17 1.090
6 C 0.461 1.989 -0.737  C5 1.570, O7 1.347, H18 1.101, H19 1.100
7 O -0.086 2.018 0.493  C6 1.347
8 H 1.290 -2.810 0.625  C1 1.090
9 H 0.048 -2.476 1.808  C1 1.089
10 H -1.586 -2.142 -0.142  C2 1.094
11 H -0.975 -3.790 0.042  C2 1.088
12 H -0.301 -2.758 -1.215  C2 1.091
13 H -0.240 -0.195 0.933  C3 1.101
14 H 1.465 -0.484 1.302  C3 1.092
15 H 0.309 -0.562 -1.334  N4 1.018
16 H 2.309 1.106 -0.072  C5 1.088
17 H 2.061 1.011 -1.818  C5 1.090
18 H -0.290 1.804 -1.520  C6 1.101
19 H 0.942 2.949 -0.976  C6 1.100
20 H -3.039 1.840 0.954  O22 0.959
21 H -1.634 1.465 0.449  O22 0.985
22 O -2.564 1.143 0.497  H20 0.959, H21 0.985

natural (NBO) population analysis, charges in e, atoms 1 to 5:
1. C -0.397
2. C -0.619
3. C -0.231
4. N -0.569
5. C -0.205